Below is a structure of composition C22H30N7O3SV at a distorted geometry, with properties calculated with the ωB97M-V functional and the def2-TZVPD basis.

Cartesian coordinates (Å):
V  0.20  -0.72  0.43
N  -1.93  -0.31  0.40
C  -2.68  -0.64  -0.83
C  -1.73  -1.16  -1.91
N  -0.39  -0.52  -1.86
C  -0.24  0.65  -2.75
C  -1.21  1.79  -2.50
N  -1.21  2.27  -1.12
H  -1.73  0.69  0.36
H  -2.47  -0.49  1.24
H  -3.42  -1.41  -0.61
H  -3.22  0.24  -1.17
H  -1.57  -2.23  -1.78
H  -2.18  -1.03  -2.90
H  0.26  -1.21  -2.21
H  0.79  0.99  -2.67
H  -0.39  0.34  -3.79
H  -0.95  2.57  -3.22
H  -2.22  1.48  -2.75
H  -0.29  2.62  -0.87
H  -1.84  3.06  -1.04
C  2.99  -7.03  2.71
C  2.76  -5.55  2.61
C  1.63  -4.97  3.18
C  1.38  -3.61  3.07
C  2.29  -2.82  2.37
C  3.44  -3.37  1.82
C  3.67  -4.73  1.95
S  2.11  -1.09  2.25
O  2.31  -0.72  0.80
O  3.03  -0.46  3.14
N  0.56  -0.79  2.50
C  0.38  0.58  2.86
C  0.54  1.10  4.13
C  0.43  2.47  4.29
C  0.17  3.26  3.18
C  0.00  2.66  1.95
N  0.08  1.33  1.78
H  2.31  -7.58  2.04
H  2.81  -7.40  3.72
H  4.01  -7.30  2.43
H  0.93  -5.60  3.72
H  0.50  -3.17  3.51
H  4.16  -2.74  1.31
H  4.57  -5.16  1.53
H  0.78  0.43  4.95
H  0.57  2.91  5.26
H  0.11  4.34  3.26
H  -0.23  3.24  1.07
N  2.80  -7.08  -1.03
C  1.51  -6.78  -0.77
O  0.64  -7.61  -0.66
C  1.17  -5.31  -0.66
C  0.01  -4.99  0.03
C  -0.30  -3.67  0.24
N  0.48  -2.66  -0.20
C  1.54  -2.97  -0.95
C  1.93  -4.28  -1.18
H  3.05  -8.05  -1.11
H  3.53  -6.39  -1.00
H  -0.62  -5.77  0.43
H  -1.16  -3.38  0.83
H  2.14  -2.14  -1.31
H  2.82  -4.46  -1.77

Its expectation value of S² is 0.76. The value obtained for the lowest unoccupied orbital energy (spin up / spin down) is -2.84 / -2.87 eV. Its net charge is +1. As for the frontier orbital gap (spin up / spin down): 7.1 / 6.3 eV. As for the multiplicity: 2.

---

Below is a structure of composition C22H31AlN4O3S at a distorted geometry, with properties calculated with the ωB97M-V functional and the def2-TZVPD basis.

Cartesian coordinates (Å):
Al  -0.12  -0.13  0.26
O  -1.96  -0.46  -0.20
S  -2.24  -1.55  0.83
O  -2.48  -2.84  0.30
N  -0.79  -1.37  1.52
C  -0.09  -1.72  2.65
C  -0.43  -2.55  3.69
C  0.47  -2.75  4.74
C  1.70  -2.14  4.77
C  2.08  -1.28  3.72
C  3.33  -0.63  3.65
C  3.59  0.21  2.59
C  2.61  0.41  1.62
N  1.43  -0.20  1.63
C  1.16  -1.04  2.66
C  -3.56  -1.07  1.91
C  -4.13  -2.10  2.64
C  -5.15  -1.80  3.53
C  -5.60  -0.50  3.67
C  -5.05  0.52  2.90
C  -4.02  0.23  2.01
H  -1.38  -3.06  3.70
H  0.19  -3.42  5.55
H  2.39  -2.31  5.58
H  4.06  -0.80  4.43
H  4.53  0.72  2.50
H  2.80  1.09  0.81
H  -3.80  -3.11  2.49
H  -5.60  -2.59  4.11
H  -6.39  -0.27  4.37
H  -5.42  1.52  2.98
H  -3.63  1.00  1.36
C  -0.61  1.34  -2.16
N  0.50  1.24  -1.21
C  0.91  2.60  -0.83
C  1.65  0.60  -1.86
C  1.30  -0.82  -2.28
N  0.70  -1.54  -1.14
C  1.74  -2.33  -0.46
C  -0.27  -2.52  -1.69
H  -0.27  1.67  -3.14
H  -1.35  2.05  -1.79
H  -1.11  0.38  -2.26
H  1.35  3.12  -1.68
H  1.63  2.58  -0.02
H  0.05  3.18  -0.50
H  2.49  0.58  -1.16
H  1.96  1.17  -2.74
H  2.19  -1.33  -2.64
H  0.58  -0.78  -3.10
H  2.10  -3.12  -1.13
H  1.32  -2.80  0.43
H  2.57  -1.69  -0.17
H  0.21  -3.14  -2.45
H  -1.13  -2.01  -2.13
H  -0.65  -3.16  -0.90
C  -0.54  2.40  2.23
O  -0.83  1.43  1.22
H  -1.21  2.28  3.08
H  -0.63  3.41  1.83
H  0.48  2.23  2.56
H  -1.75  1.55  0.93

As for the energy relative to the best compared isomer or geometry (same formula, charge and spin): 0.0 kJ/mol. The value obtained for the lowest unoccupied orbital energy is -6.18 eV. Its net charge is +2. As for the frontier orbital gap: 7.8 eV.

---

Below is a structure of composition C22H31BN6OPd at a distorted geometry, with properties calculated with the ωB97M-V functional and the def2-TZVPD basis.

Cartesian coordinates (Å):
H  -0.83  3.29  -0.10
N  -0.04  2.01  -1.61
B  0.69  1.11  -3.88
N  0.54  2.26  -2.84
C  0.68  3.59  -3.01
Pd  -0.51  -0.06  -1.03
H  1.14  3.97  -3.91
C  0.15  4.22  -1.89
H  0.09  5.28  -1.71
C  -0.31  3.20  -1.04
H  1.08  1.50  -4.94
C  -1.73  -1.46  -0.33
H  -1.53  -0.59  0.34
H  -1.41  -2.34  0.24
H  -2.78  -1.46  -0.61
N  -0.76  0.51  -3.97
N  1.62  0.06  -3.22
N  -1.42  0.11  -2.81
N  1.30  -0.49  -2.00
C  -1.63  0.50  -4.99
C  2.79  -0.45  -3.64
H  -1.30  0.79  -5.97
H  3.22  -0.12  -4.57
C  -2.87  0.09  -4.50
C  3.22  -1.36  -2.68
C  -2.71  -0.11  -3.13
C  2.25  -1.37  -1.67
H  -3.77  -0.05  -5.07
H  4.12  -1.95  -2.71
H  -3.44  -0.39  -2.37
H  2.20  -1.95  -0.75
H  -1.09  -1.55  -1.33
C  -2.21  1.74  1.84
C  -0.71  1.89  2.04
C  -0.39  3.22  2.72
C  -0.14  0.69  2.80
C  -0.24  0.63  4.18
C  0.14  -0.52  4.87
C  0.59  -1.64  4.18
C  0.65  -1.65  2.79
C  1.01  -2.95  2.08
C  2.49  -3.28  2.24
C  0.15  -4.12  2.59
C  0.43  -0.42  2.07
O  0.75  -0.31  0.82
H  -2.70  1.51  2.79
H  -2.44  0.94  1.13
H  -2.64  2.67  1.44
H  -0.22  1.87  1.06
H  -0.98  3.34  3.63
H  0.68  3.28  2.97
H  -0.63  4.05  2.05
H  -0.65  1.49  4.71
H  0.07  -0.54  5.96
H  0.88  -2.54  4.73
H  0.80  -2.81  1.01
H  2.73  -3.45  3.30
H  2.76  -4.19  1.68
H  3.11  -2.45  1.87
H  -0.92  -3.90  2.50
H  0.35  -5.03  2.00
H  0.37  -4.34  3.64

As for the energy relative to the best compared isomer or geometry (same formula, charge and spin): 0.0 kJ/mol. Its expectation value of S² is 2.01. The value obtained for the lowest unoccupied orbital energy (spin up / spin down) is 0.53 / -1.26 eV. Its net charge is 0. As for the frontier orbital gap (spin up / spin down): 7.1 / 5.4 eV. As for the multiplicity: 3.

---

Below is a cluster of 4 separate species, C22H31BrN8O3 in total at a distorted geometry, with properties calculated with the ωB97M-V functional and the def2-TZVPD basis.

Cartesian coordinates (Å):
C  0.63  -4.13  -4.99
C  1.20  -3.08  -3.97
C  2.15  -3.45  -2.89
C  2.66  -2.47  -1.90
C  2.27  -1.05  -1.95
C  2.76  0.04  -0.91
C  1.52  0.27  0.05
C  0.77  1.57  0.02
N  -0.33  1.89  0.76
C  -0.66  0.81  1.57
C  -1.89  0.96  2.45
C  -2.35  -0.10  3.34
C  -3.64  -0.01  4.23
C  -4.77  -1.00  3.67
C  -4.64  -1.32  2.13
Br  -6.58  -0.25  4.03
C  -1.56  -1.40  3.45
C  -0.38  -1.55  2.62
C  0.08  -0.47  1.67
N  1.20  -0.75  0.89
C  1.34  -0.67  -3.06
C  0.81  -1.64  -4.04
H  -0.10  -3.68  -5.71
H  0.07  -4.95  -4.44
H  1.44  -4.66  -5.57
H  2.47  -4.53  -2.80
H  3.36  -2.84  -1.10
H  3.11  0.97  -1.41
H  3.56  -0.42  -0.25
H  1.15  2.36  -0.69
H  -2.50  1.90  2.44
H  -3.35  -0.41  5.25
H  -4.02  1.04  4.38
H  -4.71  -1.98  4.23
H  -3.83  -2.06  1.89
H  -5.60  -1.80  1.78
H  -4.52  -0.40  1.49
H  -1.88  -2.23  4.13
H  0.21  -2.50  2.69
H  1.05  0.42  -3.08
H  0.11  -1.33  -4.86
N  4.77  0.78  -6.66
C  4.06  0.25  -5.63
N  4.76  0.04  -4.49
O  2.87  -0.03  -5.72
H  5.75  1.02  -6.59
H  4.28  0.96  -7.52
H  4.26  -0.36  -3.71
H  5.74  0.25  -4.39
N  -7.62  2.94  7.66
C  -8.85  3.13  7.09
N  -9.13  2.29  6.06
O  -9.62  3.99  7.47
H  -6.97  2.24  7.36
H  -7.38  3.54  8.42
H  -10.03  2.40  5.61
H  -8.51  1.58  5.73
N  7.20  1.44  -1.65
C  6.94  2.47  -2.51
N  6.35  3.55  -1.93
O  7.21  2.42  -3.70
H  6.99  1.46  -0.67
H  7.63  0.62  -2.04
H  6.14  4.33  -2.53
H  6.12  3.61  -0.95

The SMILES is Cc1ccc(Cc2cnc3cc(C[C@H](C)Br)ccc3n2)cc1.NC(N)=O.NC(N)=O.NC(N)=O. The value obtained for the lowest unoccupied orbital energy is -0.67 eV. Its net charge is 0. As for the frontier orbital gap: 7.8 eV.